No. 1
64
Properties=species:S:1:pos:R:3:forces:R:3:mulliken_charge:R:1 method="wB97M-V/def2-TZVPD" energy_ev=-103203.6278 de_lowest_ev=0.759 gap_ev=7.531 charge=+3 molar_mass_g_mol=795.70
Ta -0.704 0.203 -0.173 -0.55 0.07 0.08 -0.172
C 0.954 0.706 2.966 0.04 -0.11 0.03 -0.666
C 1.325 -0.755 2.773 0.00 0.04 -0.01 -0.948
S 1.006 -1.360 1.080 0.08 0.15 -0.18 0.003
C 0.104 -2.916 1.336 -0.02 -0.03 0.03 -0.823
C -1.187 -2.758 2.120 0.01 -0.07 -0.02 -0.970
S -2.272 -1.498 1.402 -0.06 0.04 -0.04 0.403
C -2.847 -0.580 2.839 -0.02 -0.05 -0.01 -0.923
C -1.737 0.127 3.586 -0.02 0.07 0.05 -0.844
S -0.725 1.103 2.440 0.07 -0.04 -0.02 0.223
H 1.606 1.368 2.398 0.01 0.00 0.00 0.178
H 1.043 0.979 4.019 0.03 0.01 -0.01 0.661
H 0.798 -1.412 3.461 0.00 0.02 0.02 0.551
H 2.394 -0.894 2.937 -0.01 0.00 0.04 0.663
H 0.794 -3.594 1.839 -0.01 -0.02 -0.01 0.653
H -0.063 -3.296 0.328 -0.02 -0.02 0.01 0.285
H -1.008 -2.521 3.167 0.02 -0.02 0.00 0.543
H -1.733 -3.702 2.089 0.03 -0.01 0.02 0.626
H -3.386 -1.269 3.490 -0.01 0.03 0.02 0.557
H -3.579 0.121 2.435 -0.01 0.00 0.02 0.423
H -1.088 -0.564 4.118 -0.01 -0.01 0.01 0.468
H -2.150 0.825 4.314 0.00 -0.02 0.01 0.562
F -1.126 -2.291 -3.997 0.07 0.05 -0.03 -0.165
C -2.179 -2.868 -3.453 0.02 0.02 -0.07 0.636
F -3.175 -2.927 -4.291 -0.07 -0.03 -0.02 -0.140
F -1.868 -4.047 -2.969 0.01 -0.09 0.04 -0.154
S -2.719 -1.835 -1.998 0.12 -0.04 0.30 1.143
O -1.469 -1.683 -1.157 -0.10 0.37 -0.28 -0.625
O -3.823 -2.422 -1.338 0.07 -0.04 -0.09 -0.602
N -3.012 -0.430 -2.701 -0.39 0.08 0.14 -0.513
S -2.869 0.841 -1.861 0.19 -0.38 0.01 1.040
O -2.868 0.571 -0.364 0.14 0.00 -0.04 -0.721
O -1.573 1.519 -2.018 0.34 -0.16 -0.02 -0.612
C -4.319 1.988 -2.313 -0.07 0.23 -0.06 0.672
F -4.669 2.568 -1.188 0.03 0.00 -0.05 -0.151
F -3.845 2.848 -3.177 -0.03 -0.06 0.04 -0.144
F -5.267 1.253 -2.805 0.03 0.02 0.05 -0.133
C 4.624 2.713 -0.263 -0.01 0.01 0.00 -0.664
C 4.207 1.319 -0.679 0.00 0.02 0.01 -0.616
N 2.798 1.138 -0.295 0.05 -0.02 0.02 0.283
C 1.887 2.112 -0.363 -0.05 0.13 0.01 -0.078
N 0.574 1.798 -0.060 -0.10 0.07 -0.07 0.945
C -0.301 2.982 0.172 0.00 0.04 -0.09 -0.936
C -0.103 3.990 -0.942 0.00 -0.01 0.00 -0.608
C 1.324 4.472 -0.855 0.04 -0.01 0.00 -0.916
N 2.256 3.348 -0.651 0.00 -0.02 -0.01 0.087
C 3.675 3.713 -0.884 -0.02 0.00 0.00 -0.715
H 5.637 2.923 -0.602 0.01 -0.01 0.01 0.379
H 4.615 2.798 0.826 0.01 0.00 0.00 0.312
H 4.787 0.553 -0.170 0.00 -0.01 0.00 0.405
H 4.320 1.176 -1.756 -0.01 -0.01 0.00 0.341
H 2.458 0.196 -0.202 0.00 0.00 0.01 0.094
H -0.085 3.427 1.146 -0.01 -0.03 0.02 0.605
H -1.353 2.662 0.211 0.00 -0.02 0.00 0.513
H -0.785 4.830 -0.815 0.01 0.01 -0.01 0.473
H -0.300 3.531 -1.909 -0.02 0.00 0.01 0.272
H 1.461 5.176 -0.032 0.00 0.00 0.01 0.414
H 1.625 4.975 -1.774 0.01 0.00 0.00 0.447
H 3.814 4.705 -0.457 0.00 0.00 0.00 0.398
H 3.825 3.789 -1.963 0.00 0.00 0.00 0.367
C 0.606 -0.354 -1.815 0.33 -0.23 0.00 -1.418
H -0.081 -0.444 -2.657 -0.01 0.09 0.01 0.455
H 1.080 -1.334 -1.714 -0.07 -0.01 0.01 0.571
H 1.373 0.361 -2.099 -0.07 0.05 0.07 0.603

***

No. 2
48
Properties=species:S:1:pos:R:3:forces:R:3:mulliken_charge:R:1 method="wB97M-V/def2-TZVPD" energy_ev=-24118.9788 de_lowest_ev=4.481 gap_ev=9.385 smiles=C[C@H](CNCc1cccc(OC(C)(C)C)n1)C[C@@H](C)O molar_mass_g_mol=280.41
C 5.575 -0.186 0.190 0.58 0.91 -1.79 -1.791
C 4.259 -0.500 0.830 -0.58 0.03 0.68 1.140
C 3.097 0.043 -0.100 0.26 -1.26 -0.15 -1.617
N 1.850 -0.677 0.050 -1.67 -3.23 -0.48 -0.170
C 0.745 -0.477 -0.948 0.72 5.49 2.09 -1.212
C -0.636 -0.447 -0.410 -2.95 -0.45 2.02 0.388
C -0.946 -1.281 0.686 -1.32 0.12 0.18 -0.114
C -2.224 -1.332 1.327 0.66 0.60 -1.76 -0.819
C -3.151 -0.555 0.639 -0.77 -0.87 1.05 -0.086
C -2.870 0.179 -0.547 1.43 0.02 2.34 0.225
O -3.932 0.916 -0.936 -0.33 0.04 -1.74 -0.439
C -4.397 0.813 -2.344 2.21 0.02 -1.29 1.563
C -3.212 1.073 -3.335 -0.24 -0.66 -1.12 -1.550
C -4.976 -0.613 -2.602 0.42 2.22 2.58 -1.551
C -5.289 2.017 -2.533 1.82 -0.14 -1.56 -1.799
N -1.611 0.374 -0.986 0.31 -1.76 0.44 -0.337
C 4.167 0.230 2.223 -1.38 -1.07 1.04 -1.228
C 2.835 -0.146 3.029 -0.16 -0.24 -0.73 0.462
C 2.802 -0.049 4.585 0.37 1.64 -1.22 -1.351
O 1.675 0.496 2.449 1.38 -0.51 -0.55 -0.665
H 5.682 -0.597 -0.838 -0.39 0.19 0.46 0.401
H 5.756 0.903 0.093 -0.21 -0.41 0.09 0.312
H 6.419 -0.587 0.698 0.60 -0.35 0.87 0.468
H 4.276 -1.620 1.009 -0.69 1.09 -0.33 0.275
H 3.243 0.006 -1.164 1.41 0.37 -0.58 0.660
H 2.916 1.038 0.224 -0.02 1.18 -0.05 0.485
H 2.060 -1.699 -0.071 -0.04 1.29 0.74 0.270
H 0.723 -1.079 -1.749 0.64 -2.70 -2.90 0.507
H 0.827 0.566 -1.387 0.32 -0.97 0.33 0.404
H -0.273 -1.985 1.086 1.42 -0.34 0.18 0.342
H -2.470 -2.001 2.224 0.48 1.30 -1.51 0.320
H -4.156 -0.523 1.072 0.12 0.21 -0.61 0.386
H -3.644 1.222 -4.363 0.06 -0.08 0.90 0.460
H -2.725 2.021 -3.081 0.26 -0.48 0.06 0.404
H -2.500 0.217 -3.498 -0.53 0.97 0.72 0.304
H -4.382 -1.280 -2.028 0.67 -0.72 0.58 0.405
H -5.013 -1.012 -3.550 0.00 -0.15 -2.46 0.392
H -5.934 -0.624 -2.157 -1.35 -0.28 0.39 0.393
H -4.780 2.950 -2.283 0.21 -0.21 -0.18 0.395
H -6.116 1.977 -1.966 -3.07 -0.28 2.35 0.494
H -5.644 2.044 -3.557 0.13 0.11 -0.29 0.420
H 5.022 0.048 2.887 0.05 -0.32 -0.38 0.351
H 4.125 1.285 2.081 0.11 1.01 -0.35 0.393
H 2.755 -1.221 2.816 -0.24 -0.19 0.15 0.213
H 1.819 -0.421 4.912 0.49 0.12 -0.01 0.346
H 3.620 -0.713 4.899 -0.28 0.42 0.51 0.359
H 2.927 1.049 4.939 -0.04 -1.90 -0.45 0.289
H 1.709 0.156 1.487 -0.92 0.21 1.75 0.505

***

No. 3
51
Properties=species:S:1:pos:R:3:forces:R:3:lowdin_spin:R:1 method="wB97M-V/def2-TZVPD" s_squared=0.76 energy_ev=-47253.3135 de_lowest_ev=1.707 gap_ev="6.688 / 7.194" multiplicity=2 charge=+1 molar_mass_g_mol=441.63
Ru -0.044 -0.119 -0.813 -0.93 -1.96 1.37 0.824
C 2.441 -0.009 1.874 -0.03 0.01 0.08 0.000
C 1.074 0.617 2.139 0.02 0.03 0.07 -0.001
N -0.121 0.138 1.395 0.25 -0.08 -1.00 -0.013
C -1.247 1.028 1.790 -0.02 0.02 0.30 0.000
C -2.395 0.991 0.831 -0.28 0.03 0.09 0.002
N -1.934 1.173 -0.544 0.55 0.34 -0.63 0.046
C -2.021 2.518 -1.149 0.05 0.07 -0.01 0.006
C -1.254 3.644 -0.481 -0.01 -0.12 0.10 0.000
C 0.239 3.438 -0.224 0.02 0.04 -0.03 0.004
N 0.878 2.316 -0.932 -0.09 0.09 -0.07 0.067
C 2.304 2.319 -0.589 -0.01 -0.08 0.01 0.003
C 2.997 1.063 -1.058 0.03 -0.04 -0.03 0.007
N 2.263 -0.151 -0.664 -0.33 0.37 -0.04 0.046
C 2.658 -0.786 0.602 0.30 -0.07 0.04 0.001
H 2.672 -0.726 2.665 0.01 0.07 0.07 0.000
H 3.176 0.793 1.976 0.02 -0.03 0.01 0.000
H 1.121 1.682 1.928 0.03 -0.01 0.01 0.000
H 0.884 0.522 3.212 -0.20 0.09 -0.02 0.000
H -0.339 -0.818 1.661 -0.03 -0.02 0.08 0.000
H -0.850 2.038 1.852 0.02 -0.02 0.02 0.000
H -1.617 0.764 2.785 0.16 0.00 0.06 0.000
H -3.126 1.751 1.124 -0.02 0.00 -0.07 0.001
H -2.886 0.020 0.881 -0.04 0.01 -0.03 0.000
H -2.533 0.597 -1.129 -0.22 0.19 0.00 0.000
H -3.068 2.832 -1.194 -0.04 -0.08 -0.03 0.002
H -1.677 2.398 -2.178 -0.04 -0.01 -0.02 0.000
H -1.727 3.895 0.472 -0.04 0.06 -0.04 0.000
H -1.394 4.513 -1.126 -0.05 0.03 0.04 0.000
H 0.404 3.257 0.837 0.04 0.03 0.01 0.000
H 0.764 4.372 -0.450 0.04 0.00 0.03 0.002
H 0.783 2.456 -1.934 0.04 0.06 -0.02 0.000
H 2.378 2.388 0.496 0.00 0.08 -0.01 0.000
H 2.816 3.195 -1.000 0.03 0.01 0.03 0.002
H 4.013 1.052 -0.654 0.05 -0.06 -0.09 0.002
H 3.068 1.070 -2.147 0.01 -0.05 -0.01 0.000
H 2.428 -0.857 -1.374 0.21 0.09 -0.05 0.000
H 3.720 -1.055 0.573 0.01 -0.01 -0.11 0.000
H 2.095 -1.714 0.647 0.05 -0.06 -0.01 0.000
S -2.066 -1.442 -1.170 0.65 0.30 0.05 0.002
C -1.752 -3.146 -0.984 -0.60 0.20 0.01 -0.001
C -2.774 -4.074 -0.785 -0.07 -0.03 0.02 0.000
C -2.454 -5.410 -0.627 0.03 0.08 -0.03 -0.001
C -1.120 -5.822 -0.666 0.01 0.08 -0.03 -0.001
C -0.114 -4.897 -0.873 0.04 -0.07 -0.01 -0.001
C -0.445 -3.552 -1.037 0.58 -0.20 -0.04 0.000
S 0.767 -2.331 -1.326 -0.20 0.73 -0.05 0.003
H -3.801 -3.734 -0.742 -0.01 -0.06 0.00 0.000
H -3.239 -6.136 -0.464 0.00 0.01 0.00 0.000
H -0.872 -6.865 -0.526 0.01 0.01 -0.01 0.000
H 0.927 -5.195 -0.899 -0.02 -0.05 -0.01 0.000